Entry 1:
Here is an isolated ion of composition C2H7IN3 and charge +1 from OMol25. Energies are from wB97M-V/def2-TZVPD.

The highest occupied orbital energy (spin up / spin down) is -12.8 / -12.8 eV. The charge is +1. The relative energy (zero: lowest compared OMol25 entry of this formula, charge and spin) comes out at 45.9 kcal per mole.

Element x y z (Å)
C 0.267 1.036 0.526
C -1.262 -0.480 -0.307
N -0.970 0.753 -0.240
N -2.247 -1.155 -0.967
N 1.248 0.034 0.107
I -1.644 2.458 -1.512
H 0.699 2.035 0.460
H 0.035 0.770 1.602
H 0.770 -0.864 0.089
H -3.120 -0.820 -1.429
H -2.334 -2.125 -0.666
H 1.527 0.333 -0.778
H 2.134 0.168 0.744

Entry 2:
Here is C2H7IP2 as an isolated structure from OMol25. Energies are from wB97M-V/def2-TZVPD.

The highest occupied orbital energy (spin up / spin down) is -8.7 / -7.8 eV. The charge is 0. The relative energy (zero: lowest compared OMol25 entry of this formula, charge and spin) comes out at 60.0 kcal per mole.

Element x y z (Å)
C 0.495 1.391 0.226
C -0.490 -1.954 -0.394
P -1.238 1.306 -0.475
P -2.049 0.104 1.067
I -4.112 -0.234 -0.003
H 0.936 2.042 -0.539
H 0.868 0.314 0.167
H 0.630 1.732 1.267
H 0.543 -2.067 -0.261
H -0.783 -1.428 -1.384
H -1.211 -2.652 -0.132
H -1.952 2.329 0.237

Entry 3:
Here is a 2-piece molecular cluster, C2H7ISi overall from OMol25. Energies are from wB97M-V/def2-TZVPD.

The highest occupied orbital energy (spin up / spin down) is -8.6 / -9.3 eV. The charge is 0. The relative energy (zero: lowest compared OMol25 entry of this formula, charge and spin) comes out at 135.9 kcal per mole.

Element x y z (Å)
C -0.791 0.004 -1.163
C 0.006 -1.596 1.176
Si 0.364 1.364 -0.676
I -0.239 -0.518 3.002
H -1.504 -0.309 -0.412
H -0.614 -0.726 -1.926
H -0.789 -2.027 0.579
H 1.063 -1.551 0.947
H 1.469 1.478 -1.657
H 1.256 1.173 0.563
H -0.220 2.709 -0.433

What is the formula in the second record? C2H7IP2

What is the charge in the third record? 0

Which of these has the highest relative energy (zero: lowest compared OMol25 entry of this formula, charge and spin)? C2H7ISi